This record from the OMol25 dataset describes a structure of composition C35H42CuF5N6O3PSi2. The level of theory is wB97M-V/def2-TZVPD.

Last column: Löwdin spin population.
CARTESIAN COORDINATES (ANGSTROEM)
Cu1 0.7866 -0.0672 -0.4600  0.57
O1 -2.0315 -6.5313 0.2688  0.00
C1 -1.8738 -5.9298 -0.8074  0.00
O2 -1.9350 -6.2930 -1.9951  0.00
C2 -1.3683 -4.4620 -0.6326  0.00
C3 -1.2066 -3.8990 0.6236  0.00
C4 -0.8049 -2.5777 0.7394  0.01
N1 -0.5412 -1.8093 -0.3278  0.04
C5 -0.7229 -2.3470 -1.5495  0.01
C6 -1.1191 -3.6585 -1.7359  0.00
C7 -0.5373 -1.4123 -2.6927  0.00
C8 -0.9868 -1.6990 -3.9757  0.00
C9 -0.8481 -0.7373 -4.9620  0.00
C10 -0.2830 0.4883 -4.6447  0.00
C11 0.1398 0.6991 -3.3443  0.00
N2 0.0234 -0.2327 -2.3990  0.01
C12 -0.7200 -1.9881 2.1071  0.00
C13 -0.0097 -2.6659 3.0922  0.00
C14 0.0601 -2.1294 4.3640  0.00
C15 -0.5925 -0.9331 4.6224  0.00
C16 -1.2966 -0.3408 3.5924  0.00
N3 -1.3731 -0.8467 2.3583  0.00
H1 -1.4429 -4.5070 1.4882  0.00
H2 -1.2559 -4.1105 -2.7090  0.00
H3 -1.4512 -2.6481 -4.1977  0.00
H4 -1.1906 -0.9413 -5.9680  0.00
H5 -0.1668 1.2675 -5.3845  0.00
H6 0.5773 1.6379 -3.0378  0.00
H7 0.5046 -3.5837 2.8432  0.00
H8 0.6235 -2.6321 5.1390  0.00
H9 -0.5621 -0.4680 5.5972  0.00
H10 -1.8253 0.5902 3.7608  0.00
C17 4.0525 2.0093 1.3238  0.00
Si1 2.7002 0.9425 2.0676  0.02
C18 1.3176 2.0802 2.6395  0.00
C19 3.3945 0.1626 3.6375  0.01
C20 2.0811 -0.4278 0.9806  0.17
Si2 3.2762 -1.6376 0.2009  0.04
C21 2.9141 -1.9743 -1.6258  0.01
C22 3.0953 -3.2743 1.1018  0.01
C23 5.0707 -1.1045 0.2767  0.01
H11 4.0760 2.9808 1.8239  0.00
H12 3.9099 2.1907 0.2560  0.00
H13 5.0319 1.5472 1.4542  0.00
H14 1.7168 2.8156 3.3435  0.00
H15 0.5385 1.5174 3.1593  0.00
H16 0.8568 2.6139 1.8057  0.00
H17 3.8636 0.9115 4.2806  0.00
H18 4.1456 -0.5981 3.4088  0.00
H19 2.5989 -0.3199 4.2131  0.00
H20 1.5060 -1.0454 1.6863  0.01
H21 2.1916 -2.7854 -1.7534  0.00
H22 3.8382 -2.2820 -2.1221  0.00
H23 2.5473 -1.0964 -2.1628  0.00
H24 2.1082 -3.7070 0.9106  0.00
H25 3.2035 -3.1344 2.1808  0.00
H26 3.8405 -4.0052 0.7797  0.00
H27 5.2290 -0.1741 -0.2725  0.00
H28 5.6959 -1.8739 -0.1835  0.00
H29 5.4207 -0.9580 1.3005  0.00
C24 -4.3648 1.3880 1.1555  0.00
N4 -3.2621 0.4861 0.6660  0.00
C25 -3.8453 -0.4928 -0.3394  0.00
N5 -4.4984 0.1884 -1.4094  0.00
C26 -5.5268 1.0767 -0.8810  0.00
N6 -5.0019 2.0608 0.0635  0.00
C27 -4.1134 3.0328 -0.5982  0.00
P1 -2.6086 2.2705 -1.3943  0.00
C28 -2.1380 1.2763 0.0861  0.00
C29 -3.5297 0.8963 -2.2559  0.00
H30 -3.9184 2.1042 1.8449  0.00
H31 -5.0826 0.7608 1.6857  0.00
H32 -2.8088 -0.1037 1.4114  0.00
H33 -4.5464 -1.1223 0.2114  0.00
H34 -3.0219 -1.0976 -0.7077  0.00
H35 -6.2775 0.4714 -0.3686  0.00
H36 -6.0052 1.5996 -1.7082  0.00
H37 -3.7810 3.7685 0.1375  0.00
H38 -4.6891 3.5736 -1.3510  0.00
H39 -1.7145 1.9127 0.8636  0.00
H40 -1.3779 0.5526 -0.1862  0.00
H41 -2.8037 0.1698 -2.6294  0.00
H42 -4.0458 1.3015 -3.1290  0.00
F1 3.1457 6.3675 -2.1374  0.00
C30 2.5149 5.2637 -1.7308  0.00
C31 1.3322 5.3521 -1.0144  0.00
F2 0.8188 6.5480 -0.7340  0.00
C32 0.6837 4.2091 -0.5962  0.00
F3 -0.4616 4.3319 0.0985  0.00
C33 1.1671 2.9203 -0.8661  0.01
O3 0.5231 1.8695 -0.4643  0.07
C34 2.3629 2.8756 -1.5975  0.00
F4 2.8923 1.6680 -1.8893  0.00
C35 3.0279 4.0121 -2.0185  0.00
F5 4.1637 3.9024 -2.7018  0.00

Total charge: 0
E: -4973.351959 a.u.
Spin multiplicity: 2
Expectation value of S²: 0.75
HOMO-LUMO gap (spin up / spin down): 7.21 / 6.93 eV
HOMO energy (spin up / spin down): -8.05 / -8.07 eV